(1)
{
  "formula": "C33H90BClFN25O20",
  "method": "ωB97M-V with the def2-TZVPD basis set",
  "elements": ["C", "C", "O", "C", "C", "O", "C", "C", "O", "C", "C", "F", "O", "C", "C", "C", "C", "C", "C", "C", "C", "O", "C", "C", "O", "C", "C", "C", "O", "Cl", "B", "N", "O", "H", "H", "H", "H", "H", "H", "H", "H", "H", "H", "H", "H", "H", "H", "H", "H", "H", "H", "H", "H", "H", "H", "H", "H", "H", "H", "H", "H", "H", "H", "H", "H", "H", "H", "H", "H", "H", "H", "H", "H", "H", "H", "C", "O", "N", "N", "H", "H", "H", "H", "C", "O", "N", "N", "H", "H", "H", "H", "C", "O", "N", "N", "H", "H", "H", "H", "C", "O", "N", "N", "H", "H", "H", "H", "C", "O", "N", "N", "H", "H", "H", "H", "C", "O", "N", "N", "H", "H", "H", "H", "C", "O", "N", "N", "H", "H", "H", "H", "C", "O", "N", "N", "H", "H", "H", "H", "C", "O", "N", "N", "H", "H", "H", "H", "C", "O", "N", "N", "H", "H", "H", "H", "C", "O", "N", "N", "H", "H", "H", "H", "C", "O", "N", "N", "H", "H", "H", "H"],
  "positions_angstrom": [[-8.32, -0.59, -8.03], [-7.33, 0.66, -8.48], [-6.23, 0.83, -7.48], [-5.12, -0.03, -8.01], [-4.28, -0.59, -6.68], [-3.01, 0.13, -6.47], [-2.76, 0.23, -5.02], [-1.49, 1.24, -4.64], [-1.80, 2.53, -5.29], [-0.13, 0.51, -5.22], [0.11, -0.95, -4.48], [0.05, -2.10, -5.43], [-1.45, 1.29, -3.17], [-0.44, 2.24, -2.67], [0.76, 1.50, -1.85], [0.77, 1.76, -0.23], [2.11, 1.08, 0.45], [1.80, -0.13, 1.50], [0.64, 0.21, 2.61], [0.52, -1.10, 3.64], [-0.99, -1.73, 3.66], [-1.81, -1.29, 4.81], [-2.04, 0.18, 4.70], [-1.28, 3.36, -1.76], [-2.43, 3.76, -2.58], [-2.66, 5.21, -2.58], [-4.18, 5.46, -1.94], [-4.14, 5.92, -0.36], [-4.42, 5.03, 0.59], [-3.69, 7.72, -0.01], [-2.75, 5.67, -4.17], [-1.64, 6.34, -4.96], [-4.04, 5.36, -4.89], [-8.01, -1.08, -7.00], [-8.27, -1.38, -8.88], [-9.41, -0.14, -7.92], [-7.99, 1.64, -8.50], [-6.80, 0.47, -9.51], [-5.56, -1.02, -8.51], [-4.43, 0.54, -8.77], [-5.04, -0.47, -5.77], [-4.06, -1.75, -6.74], [-2.68, -0.83, -4.53], [-3.72, 0.76, -4.55], [-2.77, 2.59, -5.54], [0.85, 1.14, -4.99], [-0.19, 0.41, -6.41], [-0.71, -1.19, -3.65], [1.15, -1.01, -3.90], [0.09, 2.88, -3.53], [0.75, 0.35, -2.08], [1.80, 1.91, -2.26], [-0.24, 1.28, 0.19], [0.81, 2.92, 0.05], [2.74, 0.62, -0.44], [2.80, 1.88, 0.96], [1.52, -1.15, 0.95], [2.80, -0.35, 2.10], [-0.43, 0.35, 2.15], [0.87, 1.22, 3.22], [1.25, -1.92, 3.20], [0.91, -0.76, 4.71], [-1.61, -1.48, 2.67], [-0.92, -2.92, 3.68], [-2.09, 0.46, 3.56], [-3.07, 0.50, 5.17], [-1.14, 0.75, 5.22], [-0.51, 4.22, -1.54], [-1.73, 2.88, -0.77], [-1.91, 5.84, -1.94], [-4.77, 6.29, -2.55], [-4.76, 4.43, -2.12], [-1.23, 5.62, -5.60], [-0.87, 6.56, -4.28], [-4.24, 4.38, -4.74], [-7.72, 1.71, -3.09], [-7.74, 0.53, -3.38], [-7.95, 2.15, -1.84], [-7.46, 2.68, -3.98], [-7.93, 3.12, -1.57], [-8.14, 1.46, -1.13], [-7.29, 2.39, -4.94], [-7.44, 3.66, -3.76], [4.23, -1.49, -4.97], [3.56, -1.05, -4.04], [4.02, -2.71, -5.49], [5.22, -0.80, -5.54], [4.55, -3.09, -6.25], [3.28, -3.27, -5.09], [5.42, 0.13, -5.18], [5.78, -1.15, -6.31], [4.58, 2.37, 3.63], [4.46, 1.51, 2.77], [4.04, 2.26, 4.85], [5.28, 3.50, 3.43], [4.13, 2.95, 5.58], [3.50, 1.42, 5.05], [5.71, 3.63, 2.52], [5.39, 4.22, 4.13], [-0.63, 2.16, 8.06], [-0.68, 2.45, 6.88], [-0.75, 0.89, 8.51], [-0.44, 3.07, 9.03], [-0.71, 0.63, 9.48], [-0.90, 0.18, 7.81], [-0.34, 4.04, 8.74], [-0.39, 2.85, 10.01], [-4.52, 0.23, 8.28], [-3.88, -0.70, 8.73], [-5.83, 0.41, 8.52], [-3.97, 1.17, 7.49], [-6.38, 1.17, 8.15], [-6.29, -0.28, 9.11], [-2.99, 1.08, 7.28], [-4.48, 1.95, 7.10], [4.59, -5.46, -7.96], [5.25, -4.52, -7.55], [5.00, -6.74, -7.84], [3.41, -5.31, -8.58], [4.48, -7.53, -8.18], [5.89, -6.90, -7.39], [3.06, -4.37, -8.69], [2.85, -6.08, -8.92], [5.82, -2.02, -0.74], [6.61, -2.85, -0.31], [5.38, -0.99, 0.01], [5.33, -2.06, -1.99], [4.73, -0.29, -0.33], [5.73, -0.92, 0.95], [5.64, -2.82, -2.58], [4.68, -1.38, -2.36], [5.27, -6.67, 0.99], [4.74, -7.65, 1.47], [5.00, -5.42, 1.40], [6.18, -6.75, 0.00], [5.43, -4.59, 1.01], [4.32, -5.31, 2.14], [6.41, -7.67, -0.34], [6.63, -5.95, -0.41], [0.97, -0.01, 12.28], [0.68, 1.12, 11.90], [1.04, -0.35, 13.58], [1.26, -1.01, 11.43], [1.27, -1.27, 13.91], [0.83, 0.38, 14.25], [1.23, -0.80, 10.44], [1.50, -1.94, 11.72], [-6.77, -2.50, -1.09], [-5.62, -2.08, -1.11], [-7.81, -1.80, -1.58], [-7.10, -3.71, -0.59], [-8.76, -2.13, -1.57], [-7.61, -0.89, -1.97], [-6.34, -4.27, -0.21], [-8.03, -4.07, -0.56], [3.70, 0.22, 9.42], [3.17, -0.77, 9.90], [3.43, 1.47, 9.83], [4.61, 0.14, 8.43], [3.86, 2.29, 9.44], [2.75, 1.57, 10.57], [4.85, -0.79, 8.09], [5.06, 0.94, 8.02], [9.81, -3.24, -1.80], [9.48, -4.37, -2.11], [8.97, -2.38, -1.20], [11.04, -2.75, -2.03], [9.22, -1.44, -0.93], [8.03, -2.70, -1.01], [11.70, -3.37, -2.48], [11.33, -1.82, -1.77]],
  "lowdin_charge": [-0.103, -0.243, -0.250, -0.158, -0.156, -0.192, -0.106, -0.398, -0.032, -0.045, -0.127, -0.154, -0.093, -0.239, -0.133, -0.198, -0.203, -0.222, -0.218, -0.171, -0.223, -0.263, -0.099, -0.109, -0.173, -0.215, -0.106, -0.569, -0.067, 0.514, -0.380, 0.118, 0.004, 0.095, 0.073, 0.079, 0.124, 0.115, 0.132, 0.141, 0.141, 0.141, 0.147, 0.153, 0.112, 0.127, 0.145, 0.129, 0.103, 0.160, 0.118, 0.127, 0.117, 0.119, 0.089, 0.098, 0.128, 0.099, 0.079, 0.126, 0.108, 0.119, 0.132, 0.133, 0.088, 0.090, 0.089, 0.137, 0.156, 0.144, 0.130, 0.146, 0.091, 0.071, 0.106, -0.700, 0.017, 0.164, 0.164, 0.100, 0.112, 0.106, 0.098, -0.711, -0.024, 0.184, 0.166, 0.054, 0.119, 0.112, 0.106, -0.708, 0.008, 0.161, 0.153, 0.096, 0.111, 0.113, 0.098, -0.727, -0.001, 0.179, 0.164, 0.093, 0.110, 0.108, 0.088, -0.716, 0.019, 0.145, 0.160, 0.095, 0.110, 0.060, 0.105, -0.703, 0.005, 0.158, 0.159, 0.102, 0.118, 0.116, 0.102, -0.676, -0.014, 0.188, 0.194, 0.082, 0.115, 0.122, 0.064, -0.729, 0.007, 0.156, 0.157, 0.071, 0.108, 0.110, 0.094, -0.713, -0.008, 0.152, 0.149, 0.100, 0.110, 0.087, 0.109, -0.726, 0.018, 0.155, 0.141, 0.097, 0.052, 0.109, 0.093, -0.693, 0.007, 0.174, 0.154, 0.098, 0.089, 0.114, 0.091, -0.724, 0.010, 0.157, 0.137, 0.098, 0.020, 0.106, 0.091],
  "homo_lumo_gap_ev": 9.1,
  "e_lumo_ev": 0.0453,
  "e_tot_ha": -4770.129649,
  "spin_multiplicity": 1
}

=====

(2)
{
  "formula": "C3H8N3O",
  "method": "ωB97M-V with the def2-TZVPD basis set",
  "elements": ["C", "C", "C", "N", "N", "N", "O", "H", "H", "H", "H", "H", "H", "H", "H"],
  "positions_angstrom": [[1.15, 0.24, -0.66], [-0.18, 0.90, -1.22], [-0.50, 0.22, 0.83], [-1.79, -1.83, 0.52], [-0.64, -1.61, 0.41], [1.01, 0.47, 0.77], [-0.99, 1.01, -0.11], [0.98, -0.86, -0.86], [2.07, 0.59, -1.13], [-0.18, 1.96, -1.61], [-0.67, 0.26, -1.89], [-0.80, 0.11, 1.82], [-2.28, -2.65, 0.76], [1.56, -0.19, 1.31], [1.27, 1.40, 1.02]],
  "lowdin_charge": [-0.085, -0.122, -0.199, 0.084, 0.058, 0.130, -0.019, 0.132, 0.141, 0.165, 0.120, 0.135, 0.090, 0.190, 0.181],
  "homo_lumo_gap_ev": 8.9,
  "e_lumo_ev": -3.6347,
  "e_above_lowest_kj_mol": 475.1,
  "e_tot_ha": -358.215478,
  "spin_multiplicity": 1,
  "charge": 1
}